(1)
Entry from the Open Molecules 2025 dataset: 4 unconnected molecules or ions with the total composition C20H52N4O6 at a distorted geometry (ωB97M-V/def2-TZVPD).

Calculated values
Orbital gap in eV: 9.20
SMILES string: COC[C@H](C)N.COC[C@H](C)N.COCCNCCOC.COCCNCCOC
Molar mass in g mol⁻¹: 444.66
ΔE to the lowest compared entry with this formula, charge and spin in kcal/mol: 73.1
Multiplicity: 1

Each line ends with the Mulliken charge.
Positions of all 82 atoms, in Å:
H1 1.243 -10.969 -9.303  0.308
N1 -0.663 -0.015 10.216  -0.469
C1 -3.018 10.886 -3.107  -0.711
C2 1.041 -11.274 -8.276  -1.198
H2 2.568 0.847 5.942  0.242
H3 3.961 -13.255 -8.711  0.310
C3 2.962 -12.929 -9.003  -0.664
H4 -0.630 2.070 8.101  0.329
N2 3.683 -2.431 -1.274  -0.691
H5 -4.876 -0.973 11.605  0.299
H6 -1.048 -0.600 8.252  0.386
C4 -2.637 0.275 11.916  -0.507
H7 -0.837 -0.987 10.431  0.257
H8 -2.238 9.765 -0.648  0.333
O1 0.761 -3.759 -3.342  -0.376
H9 -0.240 8.175 -2.172  0.320
H10 -1.089 10.842 -2.195  0.287
H11 2.488 0.504 7.747  0.307
H12 -1.982 0.611 12.720  0.310
O2 0.321 9.882 -0.955  -0.305
N3 -1.813 10.274 -2.612  -0.365
H13 2.252 -12.589 -6.975  0.216
C5 1.671 9.624 -0.727  -0.791
H14 -3.667 0.612 12.033  0.355
H15 1.466 -1.102 -3.361  0.310
H16 1.783 8.822 0.003  0.303
H17 -2.535 8.337 -1.623  0.426
H18 -1.235 -3.986 -2.689  0.270
C6 2.029 -3.760 -2.762  -0.659
H19 -0.459 7.905 -0.536  0.445
C7 -4.007 -1.621 11.488  -0.689
H20 -1.968 1.633 10.340  0.407
C8 -2.049 0.557 10.495  -0.560
O3 2.062 -14.062 -9.081  -0.314
H21 0.861 1.569 9.000  0.374
H22 -4.266 11.325 -1.604  0.253
C9 2.148 1.115 6.911  -0.651
C10 -0.481 8.720 -1.259  -0.591
H23 3.136 -1.486 -3.635  0.348
H24 0.176 -11.932 -8.188  0.276
H25 -5.565 14.390 -2.829  0.282
H26 4.421 -2.688 -1.913  0.248
C11 0.146 1.314 8.218  -0.572
H27 0.861 -10.383 -7.675  0.386
H28 2.171 9.246 -1.620  0.328
H29 3.141 -12.522 -9.998  0.374
H30 -2.994 11.206 -4.148  0.377
C12 2.356 -2.488 -1.964  0.391
H31 -3.863 14.799 -2.577  0.298
C13 -1.880 9.200 -1.509  -0.659
H32 0.119 -4.282 -1.567  0.342
C14 2.421 -1.232 -2.852  -1.325
H33 -4.922 14.093 -1.336  0.337
H34 2.768 -0.370 -2.282  0.379
N4 3.535 -11.133 -7.537  -0.735
C15 -0.275 -3.613 -2.332  -0.699
H35 -2.974 12.393 -1.406  0.435
H36 3.568 -3.032 -0.470  0.243
C16 2.451 -14.946 -10.131  -0.744
C17 -0.270 -0.056 8.787  -0.477
H37 2.676 -3.850 -3.635  0.330
H38 3.276 -10.429 -6.860  0.226
H39 0.587 -0.726 8.721  0.307
H40 4.304 -11.613 -7.091  0.229
H41 -4.378 -2.568 11.880  0.265
O4 -2.765 -1.102 12.055  -0.398
H42 -2.849 0.279 9.810  0.331
O5 -4.333 12.846 -2.980  -0.317
H43 2.707 -14.485 -11.085  0.297
C18 -3.599 11.960 -2.187  -0.415
H44 1.612 -2.208 -1.219  0.311
H45 1.722 -15.738 -10.303  0.272
H46 2.513 2.138 7.003  0.264
H47 -0.354 -2.636 -1.857  0.225
H48 2.154 -4.647 -2.142  0.351
H49 3.300 -15.541 -9.792  0.295
H50 2.247 10.458 -0.326  0.245
H51 -3.770 -1.787 10.437  0.269
O6 0.722 1.094 6.894  -0.381
C19 2.419 -12.009 -7.882  0.466
C20 -4.630 14.049 -2.385  -0.808
H52 -3.651 10.000 -3.078  0.292

(2)
Entry from the Open Molecules 2025 dataset: a single C19H19FN2O4S molecule at a distorted geometry (ωB97M-V/def2-TZVPD).

Calculated values
Orbital gap in eV: 8.70
SMILES string: O=C(CS(=O)(=O)N1CC=C(c2ccc(-c3ccccc3)c(F)c2)CC1)NO
Molar mass in g mol⁻¹: 390.44
ΔE to the lowest compared entry with this formula, charge and spin in kcal/mol: 112.4
Multiplicity: 1

Each line ends with the Mulliken charge.
Positions of all 46 atoms, in Å:
C1 -2.140 0.544 1.594  -0.625
H1 0.185 -1.859 2.836  0.459
H2 0.818 2.346 1.429  0.748
C2 0.516 0.702 -4.674  0.279
H3 1.557 -0.941 3.206  0.361
H4 0.807 1.977 3.867  0.410
C3 0.725 0.553 -0.936  -0.496
O1 2.406 -2.841 4.438  -0.621
H5 -0.820 2.267 -5.330  0.388
C4 1.469 -0.268 -5.090  -0.257
H6 -0.181 2.209 -7.713  0.355
H7 -2.533 -0.600 3.460  0.454
H8 -0.821 2.745 3.552  0.302
C5 1.206 0.453 -7.415  -0.255
H9 2.080 -0.925 -4.414  0.234
N1 -0.921 0.588 3.761  0.031
C6 1.765 -0.431 -6.472  -0.603
C7 1.066 0.490 -2.258  0.100
C8 0.799 -1.554 3.594  -0.473
H10 2.532 -1.168 -6.824  0.320
H11 1.611 0.372 -8.422  0.338
H12 1.823 -5.026 5.214  0.346
F1 2.377 0.187 -2.449  -0.338
H13 -0.557 -3.489 5.023  0.256
H14 -2.941 1.103 3.550  0.284
O2 -1.272 -1.511 5.264  -0.724
S1 -0.204 -0.618 4.777  1.220
N2 0.364 -3.742 4.797  -0.060
C9 -2.207 0.364 3.141  -1.030
C10 -0.175 1.850 3.306  -0.927
C11 -0.868 1.194 0.969  0.529
O3 0.692 -0.048 5.793  -0.673
C12 -0.136 1.505 -5.688  -0.302
H15 1.521 0.533 -0.241  0.567
C13 -1.200 1.095 -2.830  -0.660
H16 -1.984 1.270 -3.601  0.364
C14 -1.546 1.217 -1.426  -0.698
H17 -2.964 1.130 1.185  0.387
C15 1.207 -2.679 4.455  0.226
C16 -0.561 0.896 -0.444  0.539
H18 -2.100 -0.472 1.249  0.358
C17 0.004 1.840 1.797  -0.713
H19 -2.593 1.377 -1.239  0.317
O4 0.894 -4.845 5.501  -0.427
C18 0.198 1.428 -7.065  -0.748
C19 0.103 0.779 -3.224  0.461

(3)
Entry from the Open Molecules 2025 dataset: a molecular structure, C12H48HfN2O17S at a distorted geometry (ωB97M-V/def2-TZVPD).

Calculated values
Charge: +2
Orbital gap in eV: 1.91
Molar mass in g mol⁻¹: 703.07
Multiplicity: 1

Each line ends with the Mulliken charge.
Positions of all 81 atoms, in Å:
H1 1.754 -3.600 -1.704  0.370
H2 3.239 0.487 -0.816  -0.273
H3 3.938 4.440 1.137  0.319
H4 2.375 -1.654 -2.536  0.313
O1 -2.249 -1.540 0.657  -0.399
H5 4.189 -1.868 0.590  0.268
O2 0.402 -1.607 -0.548  -0.852
H6 -4.847 0.607 1.105  0.252
H7 -0.783 -3.721 -3.989  0.335
C1 -5.795 -3.566 2.339  -0.856
H8 -4.983 -4.197 2.701  0.262
H9 -3.127 -1.746 -3.037  0.272
O3 -3.195 -2.441 -2.382  -0.533
H10 -3.290 4.658 2.135  0.323
H11 -0.347 -2.272 -3.953  0.221
H12 -6.118 -3.145 3.291  0.349
H13 3.761 -2.166 -2.209  0.319
C2 4.587 3.616 1.433  -0.607
H14 -7.184 -2.040 0.548  0.404
O4 5.223 -0.216 3.383  -0.330
H15 3.296 -0.340 2.456  0.246
C3 3.783 0.965 -0.002  0.521
H16 -2.983 -0.925 0.650  0.395
H17 0.475 3.521 -0.578  0.286
H18 5.763 0.255 5.286  0.277
H19 -3.407 0.538 -1.467  0.198
H20 -4.063 -2.819 -2.522  0.344
H21 2.148 0.784 -2.981  0.297
H22 -2.109 3.428 2.062  0.239
O5 5.175 3.019 0.297  -0.425
O6 2.721 1.488 -3.287  -0.597
N1 4.933 0.201 0.433  -0.332
H23 -5.258 -1.266 -1.097  0.137
C4 4.895 0.066 4.654  -0.787
O7 2.863 -2.459 -2.362  -0.799
H24 -2.203 1.409 0.703  0.201
H25 4.117 -1.855 2.955  0.539
O8 -5.323 -2.645 1.274  -0.228
O9 0.575 1.616 1.739  -0.653
O10 0.944 -4.053 -1.471  -0.441
C5 4.251 -0.858 2.537  -0.495
N2 -4.497 0.030 0.354  -0.345
O11 -3.703 2.898 0.940  -0.428
H26 4.630 2.300 -1.593  0.342
O12 -1.137 -0.929 -1.790  -0.026
C6 -2.925 1.953 0.094  -0.226
O13 0.982 -0.304 -2.562  -0.540
O14 0.115 0.722 -0.566  -0.084
H27 3.117 1.071 0.854  0.251
H28 0.152 -0.383 -3.974  0.294
H29 1.234 -4.874 -1.073  0.341
H30 5.321 0.804 1.145  0.389
O15 -0.680 -2.976 -3.397  -0.325
H31 -4.758 1.590 -0.992  0.553
H32 4.224 0.922 4.724  0.279
C7 4.283 2.326 -0.560  -0.613
H33 -6.575 -4.251 2.005  0.330
H34 -6.424 -0.145 -0.552  0.446
H35 -1.794 -1.360 1.480  0.298
H36 0.323 2.181 -1.266  0.162
H37 3.398 2.946 -0.708  0.248
H38 -2.363 4.535 0.722  0.291
C8 -2.874 3.913 1.457  -0.700
H39 3.973 2.921 2.006  0.174
H40 5.360 3.961 2.119  0.270
H41 5.722 -1.571 1.195  0.409
C9 -3.931 0.984 -0.622  -0.853
H42 -6.587 -0.995 1.792  0.408
H43 0.626 2.569 1.658  0.312
H44 0.184 0.119 -5.402  0.338
Hf1 -1.271 -3.044 -1.080  1.241
C10 4.746 -1.094 1.118  -0.738
S1 0.133 -0.437 -1.364  1.800
C11 -6.267 -1.614 0.954  -0.585
H45 4.392 -0.733 5.197  0.319
O16 -0.257 -0.509 -4.830  -0.781
H46 0.434 1.306 0.845  0.209
C12 -5.619 -0.784 -0.189  -0.652
O17 0.469 3.110 -1.442  -0.697
H47 2.135 2.232 -3.423  0.330
H48 -2.433 2.510 -0.703  0.482

(4)
Entry from the Open Molecules 2025 dataset: a single C8H6Si molecule at a distorted geometry (ωB97M-V/def2-TZVPD).

Calculated values
Orbital gap (spin up / spin down) in eV: 7.49 / 7.49
SMILES string: C#CC(=C=C=C[SiH3])C#C
Molar mass in g mol⁻¹: 130.22
ΔE to the lowest compared entry with this formula, charge and spin in kcal/mol: 43.4
Multiplicity: 1

Each line ends with the Mulliken charge.
Positions of all 15 atoms, in Å:
H1 -2.226 1.348 -0.658  0.192
H2 -4.527 -1.804 -0.352  -0.105
C1 2.794 1.402 0.570  -0.634
H3 -4.182 -0.416 -2.046  -0.106
H4 4.473 2.807 0.902  0.398
C2 0.630 0.272 0.216  0.299
Si1 -4.087 -0.470 -0.660  0.514
C3 1.966 0.197 0.344  0.005
C4 2.564 -1.114 0.380  -0.262
H5 -4.886 0.683 -0.385  -0.087
C5 -2.003 0.259 -0.289  -0.892
C6 3.731 2.077 0.955  -0.102
C7 3.022 -2.238 0.378  -0.053
C8 -0.637 0.122 -0.143  0.433
H6 3.370 -3.125 0.788  0.399

(5)
Entry from the Open Molecules 2025 dataset: a single C19H24N2OS molecule (ωB97M-V/def2-TZVPD).

Calculated values
Orbital gap in eV: 8.66
SMILES string: CCCc1cc(C(=O)N2CCN(c3ccccc3C)CC2)cs1
Molar mass in g mol⁻¹: 328.48
ΔE to the lowest compared entry with this formula, charge and spin in kcal/mol: 15.5
Multiplicity: 1

Each line ends with the Mulliken charge.
Positions of all 47 atoms, in Å:
H1 2.911 -3.486 0.762  0.412
C1 -1.768 1.138 -0.069  0.044
H2 2.683 2.294 1.788  0.312
N1 0.282 2.431 0.016  0.129
H3 0.750 -2.471 0.817  0.517
H4 -4.108 -1.838 -2.051  0.301
H5 1.117 -1.349 2.119  0.299
H6 2.599 1.635 -1.763  0.521
N2 2.352 0.989 0.179  0.604
C2 1.983 1.499 1.480  -0.949
C3 1.410 3.067 -0.628  -1.156
H7 -5.502 -0.037 -1.072  0.274
H8 -3.085 -2.778 0.012  0.265
H9 6.099 -1.317 -1.058  0.396
H10 1.086 3.412 -1.610  0.414
H11 0.539 -0.733 0.565  -0.046
O1 -0.719 2.055 -1.971  -0.680
H12 -1.635 -0.707 -1.252  0.571
C4 2.569 -1.398 0.523  0.998
C5 -0.692 1.895 -0.765  0.602
H13 -5.124 -3.063 -1.284  0.357
H14 3.526 2.599 -0.581  0.410
C6 4.381 -0.180 -0.499  -0.558
H15 0.447 2.948 2.031  0.306
H16 -6.507 -1.149 -1.998  0.360
H17 4.801 0.744 -0.868  0.364
C7 3.333 -2.550 0.421  -0.728
H18 -2.526 2.574 1.407  0.515
H19 5.175 -3.447 -0.199  0.376
C8 1.162 -1.489 1.038  -1.261
H20 -4.468 -2.205 0.959  0.390
C9 4.602 -2.535 -0.128  -0.670
C10 -3.186 -0.677 0.240  0.590
H21 -0.178 1.319 1.709  0.528
C11 -2.559 1.613 0.933  0.052
C12 5.118 -1.344 -0.606  -0.669
H22 1.703 3.929 -0.022  0.389
C13 -4.727 -2.051 -1.178  -0.339
H23 -6.492 -1.235 -0.235  0.290
C14 2.578 2.064 -0.760  -0.850
C15 -2.142 -0.172 -0.469  -1.321
C16 3.115 -0.181 0.084  0.219
C17 -3.851 -2.001 0.082  -0.924
H24 2.036 0.707 2.224  0.447
C18 -5.878 -1.056 -1.116  -1.117
S1 -3.757 0.475 1.406  -0.194
C19 0.549 2.065 1.388  -0.787

(6)
Entry from the Open Molecules 2025 dataset: a molecular structure, C24H30Cl5N3OPbSSb (ωB97M-V/def2-TZVPD).

Calculated values
Charge: +3
Orbital gap (spin up / spin down) in eV: 5.38 / 5.93
Molar mass in g mol⁻¹: 914.82
ΔE to the lowest compared entry with this formula, charge and spin in kcal/mol: 55.9
Multiplicity: 1

Each line ends with the Mulliken charge.
Positions of all 66 atoms, in Å:
H1 1.593 4.280 2.875  0.568
Cl1 -5.211 6.377 -1.075  -0.039
C1 -0.047 -2.918 -2.920  0.300
H2 2.846 -3.077 1.865  0.476
C2 0.118 -4.427 -3.119  -1.384
H3 4.989 3.114 -0.895  0.384
C3 -3.866 5.407 -0.945  0.662
C4 1.947 -2.635 1.429  -1.059
C5 -2.119 -3.451 1.420  -1.345
H4 -1.018 -2.586 -3.290  0.380
C6 -1.469 5.180 -0.817  0.545
H5 0.074 -4.637 -4.191  0.495
H6 -1.353 -0.495 1.440  0.138
H7 1.126 -2.323 -4.617  0.453
H8 -1.454 -0.651 3.903  0.512
C7 1.591 -3.402 0.164  0.256
H9 2.204 -5.354 0.776  0.501
H10 0.134 0.748 5.252  0.475
C8 2.072 3.905 1.989  -0.432
H11 0.522 -5.026 1.161  0.297
C9 -2.567 5.990 -0.933  -0.109
H12 2.056 -2.371 -3.129  0.328
C10 -0.697 0.111 2.056  0.101
H13 3.448 5.442 1.226  0.494
H14 2.159 -1.582 1.234  0.179
H15 -3.407 -2.124 -0.719  0.251
C11 1.291 -4.883 0.401  -1.368
H16 -2.994 -3.305 -1.978  0.394
Cl2 -5.597 3.324 -0.863  -0.109
N1 1.793 2.644 1.463  0.425
H17 3.647 3.699 -1.911  0.339
S1 2.599 1.104 -0.721  -0.347
H18 -3.992 -3.777 -0.614  0.421
C12 -0.752 0.020 3.429  -0.835
H19 1.004 -5.424 -0.500  0.331
C13 -4.037 3.981 -0.840  -0.139
Cl3 -2.402 7.671 -1.066  -0.096
C14 -1.602 3.739 -0.704  -0.318
H20 -2.552 -2.482 1.675  0.295
Pb1 0.018 0.824 -1.049  1.113
H21 -0.669 -5.017 -2.648  0.357
H22 4.541 4.833 -0.872  0.329
H23 1.707 2.248 4.058  0.666
H24 2.356 -3.272 -0.604  0.519
C15 -1.923 -3.585 -0.085  0.309
H25 -2.829 -4.211 1.753  0.456
N2 0.138 0.936 1.400  0.478
C16 -2.938 3.188 -0.724  0.486
N3 3.222 3.590 0.144  0.204
Sb1 -0.160 -2.585 -0.802  0.055
C17 2.509 2.476 0.321  0.048
Cl4 0.110 5.803 -0.811  -0.103
H26 1.088 -4.779 -2.764  0.351
H27 0.937 -1.029 -3.456  0.263
H28 -1.632 -4.612 -0.337  0.467
H29 -1.205 -3.591 1.997  0.338
C18 1.081 -2.109 -3.547  -1.295
H30 1.157 -2.707 2.179  0.249
C19 4.166 3.819 -0.964  -0.839
C20 -3.135 -3.165 -0.906  -1.348
C21 0.121 0.802 4.171  -0.742
C22 2.973 4.478 1.175  -0.699
C23 0.991 1.651 3.510  -0.713
O1 -0.562 3.036 -0.579  -0.461
C24 0.951 1.702 2.128  0.182
Cl5 -3.088 1.467 -0.598  -0.091